Entry 1:
{
  "formula": "C61H52I2N6OPZr",
  "method": "wB97M-V/def2-TZVPD",
  "homo_lumo_gap_ev": 7.68,
  "e_tot_ha": -3743.25359,
  "lumo_ev": -2.4,
  "e_above_lowest_kcal_mol": 43.1,
  "charge": 1,
  "symbols": ["Zr", "N", "C", "C", "C", "C", "C", "C", "C", "C", "C", "C", "C", "C", "H", "H", "H", "H", "H", "H", "H", "H", "H", "H", "C", "C", "C", "C", "C", "C", "C", "N", "C", "N", "C", "C", "C", "C", "C", "C", "C", "N", "C", "C", "C", "C", "C", "C", "C", "H", "H", "H", "H", "H", "H", "H", "H", "H", "H", "H", "H", "H", "H", "H", "H", "H", "H", "H", "H", "H", "H", "I", "C", "C", "C", "I", "C", "C", "C", "C", "N", "C", "C", "O", "H", "H", "H", "H", "N", "C", "C", "C", "C", "C", "C", "P", "C", "C", "C", "C", "C", "C", "C", "C", "C", "C", "C", "C", "H", "H", "H", "H", "H", "H", "H", "H", "H", "H", "H", "H", "H", "H", "H", "H"],
  "xyz": [[0.767, -0.397, -0.366], [3.048, -0.479, -0.068], [3.738, -1.003, 1.075], [4.677, -0.213, 1.719], [5.443, -0.738, 2.745], [5.271, -2.066, 3.106], [4.301, -2.832, 2.478], [3.500, -2.317, 1.459], [2.394, -3.114, 0.852], [2.526, -4.505, 0.829], [1.481, -5.324, 0.432], [0.287, -4.745, 0.041], [0.184, -3.363, -0.005], [1.208, -2.494, 0.388], [3.525, 0.330, -0.443], [3.081, -1.186, -0.803], [4.834, 0.811, 1.387], [6.181, -0.122, 3.246], [5.882, -2.503, 3.886], [4.138, -3.847, 2.815], [3.472, -4.957, 1.105], [1.603, -6.400, 0.424], [-0.551, -5.357, -0.281], [-0.750, -2.969, -0.379], [-3.164, 3.712, -0.182], [-3.891, 3.536, -1.491], [-4.642, 4.598, -1.996], [-5.380, 4.484, -3.162], [-5.377, 3.289, -3.868], [-4.620, 2.229, -3.404], [-3.880, 2.342, -2.227], [-3.176, 1.171, -1.800], [-1.849, 1.068, -1.527], [-1.156, 2.174, -1.811], [0.171, 2.610, -1.554], [1.078, 1.890, -0.768], [2.285, 2.569, -0.543], [2.592, 3.811, -1.056], [1.672, 4.451, -1.874], [0.445, 3.866, -2.128], [-0.566, 4.588, -2.990], [-1.329, -0.068, -1.054], [-2.195, -1.213, -1.251], [-2.893, -1.765, -0.184], [-3.703, -2.874, -0.366], [-3.826, -3.431, -1.630], [-3.155, -2.861, -2.702], [-2.345, -1.740, -2.545], [-1.691, -1.099, -3.744], [-3.808, 4.224, 0.535], [-2.260, 4.316, -0.299], [-2.868, 2.758, 0.241], [-4.656, 5.531, -1.443], [-5.968, 5.323, -3.514], [-5.955, 3.184, -4.777], [-4.597, 1.291, -3.950], [-3.702, 0.312, -1.759], [-1.725, 2.875, -2.255], [3.047, 2.121, 0.090], [3.540, 4.286, -0.831], [1.903, 5.416, -2.310], [-0.131, 5.505, -3.380], [-1.461, 4.874, -2.425], [-0.883, 3.984, -3.846], [-2.800, -1.321, 0.794], [-4.234, -3.296, 0.479], [-4.462, -4.295, -1.786], [-3.263, -3.289, -3.694], [-1.601, -1.816, -4.559], [-0.701, -0.723, -3.500], [-2.291, -0.258, -4.109], [0.404, -3.819, -3.697], [1.820, -2.349, -4.117], [2.547, -2.507, -5.310], [3.484, -1.594, -5.675], [4.440, -1.843, -7.523], [3.788, -0.508, -4.823], [4.809, 0.434, -5.086], [5.070, 1.426, -4.190], [4.310, 1.474, -3.009], [3.352, 0.629, -2.726], [3.063, -0.360, -3.608], [2.002, -1.273, -3.263], [1.208, -1.030, -2.194], [2.338, -3.360, -5.941], [5.387, 0.345, -5.997], [5.852, 2.152, -4.369], [4.514, 2.244, -2.267], [1.771, 1.277, 2.210], [1.087, 1.659, 3.409], [1.661, 2.515, 4.339], [0.973, 2.838, 5.499], [-0.286, 2.304, 5.731], [-0.850, 1.429, 4.813], [-0.168, 1.096, 3.648], [-0.701, -0.190, 2.440], [-0.003, -1.657, 3.323], [-0.556, -2.919, 3.092], [-0.079, -4.035, 3.755], [0.963, -3.910, 4.665], [1.526, -2.666, 4.895], [1.060, -1.546, 4.215], [-2.481, -0.323, 2.930], [-3.316, 0.655, 2.389], [-4.642, 0.768, 2.774], [-5.161, -0.109, 3.716], [-4.346, -1.090, 4.260], [-3.014, -1.200, 3.875], [2.763, 1.459, 2.297], [1.435, 1.830, 1.432], [2.646, 2.932, 4.151], [1.420, 3.513, 6.220], [-0.828, 2.553, 6.634], [-1.819, 0.997, 5.024], [-1.374, -3.031, 2.389], [-0.527, -5.004, 3.566], [1.331, -4.783, 5.192], [2.340, -2.557, 5.602], [1.513, -0.583, 4.410], [-2.907, 1.357, 1.672], [-5.269, 1.543, 2.349], [-6.191, -0.016, 4.042], [-4.738, -1.769, 5.009], [-2.389, -1.945, 4.342]],
  "forces_ev_per_a": [[-1.1, -0.6, -0.5], [0.2, -0.1, 0.0], [0.1, 0.0, 0.0], [0.1, 0.1, -0.1], [0.1, 0.0, 0.1], [-0.1, 0.0, 0.0], [0.0, 0.0, 0.1], [-0.2, 0.0, 0.0], [0.0, 0.0, 0.2], [0.1, 0.0, 0.0], [0.0, 0.0, 0.0], [0.0, -0.1, -0.1], [0.1, 0.2, 0.0], [0.6, -0.3, 0.4], [0.0, 0.1, -0.2], [0.3, 0.0, -0.1], [0.0, -0.1, 0.0], [0.0, 0.0, -0.1], [0.0, 0.0, 0.0], [0.0, 0.0, 0.0], [-0.1, 0.0, 0.0], [0.0, 0.0, 0.0], [0.1, 0.0, 0.1], [-0.1, 0.1, -0.1], [-0.1, 0.1, -0.1], [0.0, -0.1, 0.1], [0.0, 0.0, -0.1], [0.0, 0.0, 0.0], [0.0, 0.0, 0.0], [0.0, 0.0, 0.0], [0.0, 0.0, -0.1], [-0.1, 0.1, 0.3], [0.0, -0.2, 0.0], [0.2, 0.0, 0.0], [-0.1, -0.1, 0.1], [0.1, 0.2, 0.1], [0.1, 0.0, 0.2], [0.0, 0.2, -0.1], [0.0, 0.0, 0.0], [0.0, 0.1, -0.1], [0.1, 0.0, 0.0], [-0.4, 0.7, -0.4], [0.0, 0.0, -0.2], [0.0, 0.0, 0.0], [0.0, -0.1, 0.0], [0.0, 0.0, 0.0], [-0.1, 0.0, 0.0], [0.1, 0.1, 0.0], [-0.2, 0.0, 0.0], [0.0, 0.0, 0.0], [0.0, 0.0, 0.0], [0.0, -0.1, 0.1], [0.0, -0.1, 0.0], [0.0, 0.0, 0.0], [0.0, 0.0, 0.0], [0.0, 0.1, 0.0], [0.0, 0.0, 0.0], [0.0, 0.1, 0.0], [0.0, 0.0, -0.1], [0.0, 0.0, 0.0], [0.0, 0.0, 0.0], [0.0, 0.0, 0.0], [0.0, 0.0, -0.1], [0.0, 0.0, 0.0], [0.0, 0.0, 0.0], [0.0, 0.0, -0.1], [0.1, 0.0, 0.0], [0.0, 0.0, 0.1], [-0.1, 0.1, 0.0], [0.0, 0.0, 0.0], [0.0, 0.0, 0.0], [0.2, -0.1, 0.1], [-0.4, 0.2, 0.6], [0.0, 0.0, 0.0], [0.1, 0.0, -0.3], [0.0, 0.0, 0.1], [0.0, 0.1, 0.2], [0.0, 0.0, -0.1], [0.0, 0.0, 0.0], [0.0, 0.0, 0.1], [0.0, 0.0, 0.0], [0.0, 0.1, 0.1], [-0.3, -0.1, -0.3], [0.8, -0.1, -0.4], [0.0, 0.0, 0.0], [0.0, 0.0, 0.0], [0.0, 0.0, 0.0], [0.0, -0.1, -0.1], [-0.1, -0.1, 0.2], [0.0, -0.1, -0.1], [0.1, 0.0, 0.0], [0.0, 0.0, 0.0], [-0.1, 0.0, 0.0], [0.0, 0.0, -0.1], [0.2, 0.1, -0.4], [0.0, -0.7, 1.1], [0.0, 0.0, -0.1], [0.1, 0.1, -0.1], [0.0, 0.0, 0.0], [0.0, -0.1, 0.0], [0.1, 0.0, -0.1], [-0.1, 0.0, 0.0], [0.1, 0.3, -0.1], [0.0, 0.0, 0.0], [0.0, 0.0, 0.0], [0.0, 0.0, 0.0], [0.1, -0.1, 0.0], [0.0, 0.1, 0.0], [0.1, -0.1, 0.0], [-0.1, 0.2, -0.1], [-0.1, 0.0, 0.0], [0.0, -0.1, 0.0], [0.0, 0.0, 0.0], [0.0, 0.0, 0.0], [0.0, 0.0, 0.0], [0.0, 0.0, 0.0], [0.0, 0.1, 0.0], [0.0, 0.0, 0.0], [0.0, 0.0, 0.0], [0.0, 0.0, 0.0], [0.0, 0.0, 0.0], [0.0, 0.0, -0.1], [0.0, 0.0, -0.1], [0.0, -0.1, 0.0]]
}

Entry 2:
{
  "formula": "C20H16CeN3O4S",
  "method": "wB97M-V/def2-TZVPD",
  "homo_lumo_gap_ev": [7.01, 7.02],
  "multiplicity": 2,
  "e_tot_ha": -2110.21207,
  "s_squared": 0.75,
  "lumo_ev": [-0.4, -0.4],
  "e_above_lowest_kcal_mol": 72.4,
  "symbols": ["Ce", "C", "O", "C", "C", "C", "C", "C", "C", "N", "N", "C", "O", "C", "C", "C", "C", "C", "C", "C", "O", "H", "H", "H", "H", "H", "H", "H", "H", "H", "H", "H", "H", "O", "N", "C", "C", "C", "C", "C", "S", "H", "H", "H", "H"],
  "xyz": [[-1.452, -1.066, 0.002], [0.408, 3.844, 1.335], [-0.625, 3.640, 0.360], [-1.543, 2.657, 0.484], [-2.190, 2.313, -0.671], [-3.217, 1.334, -0.714], [-3.485, 0.590, 0.406], [-2.716, 0.812, 1.598], [-2.312, -0.275, 2.424], [-2.451, -1.503, 1.969], [-1.306, -2.278, 2.261], [-0.971, -3.047, 1.245], [-1.683, -3.182, 0.166], [0.493, -3.350, 1.167], [1.323, -3.263, 2.284], [2.696, -3.305, 2.126], [3.253, -3.421, 0.859], [2.433, -3.511, -0.254], [1.054, -3.469, -0.107], [-1.872, 1.998, 1.764], [-1.404, 2.321, 2.855], [1.021, 4.644, 0.925], [1.006, 2.940, 1.456], [0.008, 4.139, 2.298], [-1.919, 2.856, -1.569], [-3.830, 1.248, -1.601], [-4.302, -0.123, 0.428], [-1.624, -0.065, 3.241], [0.873, -3.138, 3.259], [3.340, -3.232, 2.994], [4.329, -3.436, 0.741], [2.868, -3.615, -1.240], [0.405, -3.546, -0.968], [-0.744, -0.620, -2.005], [0.206, 0.256, -2.323], [0.327, 0.614, -3.619], [1.249, 1.538, -4.022], [2.085, 2.112, -3.059], [1.974, 1.715, -1.751], [1.024, 0.759, -1.352], [0.901, 0.216, 0.271], [-0.364, 0.118, -4.283], [1.317, 1.800, -5.067], [2.813, 2.861, -3.340], [2.605, 2.117, -0.972]],
  "forces_ev_per_a": [[-1.1, 2.5, -1.9], [0.1, -0.1, 0.0], [-0.1, 0.0, 0.2], [0.2, 0.0, -0.4], [0.1, 0.1, 0.1], [-0.5, 0.0, 0.4], [-0.4, 0.6, -0.2], [0.0, -0.2, 0.2], [-0.1, 0.2, 0.3], [-0.9, -0.5, 1.5], [0.2, -0.1, 0.2], [0.5, -1.1, 1.4], [-0.1, -1.9, 0.2], [0.0, -0.2, -0.2], [0.0, -0.1, 0.0], [0.0, 0.0, 0.1], [0.0, 0.0, -0.1], [0.1, 0.0, 0.0], [-0.1, -0.3, 0.3], [-0.1, -0.1, 0.3], [0.1, 0.2, -0.2], [0.0, 0.0, 0.0], [0.0, 0.0, 0.0], [-0.1, 0.0, 0.0], [0.0, 0.0, 0.0], [0.1, -0.1, 0.0], [0.1, -0.1, 0.0], [0.0, 0.0, 0.0], [0.0, 0.0, 0.0], [0.0, 0.0, 0.0], [0.0, 0.0, 0.0], [0.0, 0.0, 0.0], [0.0, 0.0, 0.0], [1.0, 0.5, -1.9], [0.3, 0.4, -0.2], [-0.1, 0.0, -0.2], [0.0, -0.1, 0.0], [0.0, 0.0, 0.2], [0.0, 0.1, -0.2], [-0.1, -0.2, 0.3], [1.3, 0.6, -0.1], [0.0, 0.0, 0.0], [0.0, 0.0, 0.0], [0.0, 0.0, 0.0], [0.0, 0.0, 0.0]]
}

Entry 3:
{
  "formula": "C9H16N4O2",
  "method": "wB97M-V/def2-TZVPD",
  "homo_lumo_gap_ev": 9.56,
  "e_tot_ha": -722.01448,
  "lumo_ev": 0.6,
  "smiles": "NCCCCNCc1c[nH]c(=O)[nH]c1=O",
  "e_above_lowest_kcal_mol": 35.2,
  "symbols": ["O", "O", "C", "C", "C", "C", "N", "N", "N", "N", "C", "C", "C", "C", "C", "H", "H", "H", "H", "H", "H", "H", "H", "H", "H", "H", "H", "H", "H", "H", "H"],
  "xyz": [[-0.279, -1.277, -4.103], [-4.351, -1.335, -2.298], [-0.972, -1.468, -3.085], [-3.150, -1.483, -2.154], [-1.185, -1.714, -0.733], [-0.285, -1.720, -1.800], [-2.313, -1.532, -3.239], [-2.644, -1.651, -0.886], [-0.315, 2.117, 3.830], [1.596, -1.141, -0.357], [1.238, -1.759, -1.610], [0.931, 2.555, 3.041], [1.440, 0.305, -0.257], [0.926, 2.267, 1.536], [1.082, 0.707, 1.199], [-0.608, -1.726, 0.189], [-2.646, -1.494, -4.200], [-3.271, -1.790, -0.114], [-1.138, 2.586, 3.413], [-0.217, 2.396, 4.838], [2.541, -1.489, -0.028], [1.501, -2.790, -1.532], [1.723, -1.357, -2.516], [1.315, 3.556, 3.340], [1.648, 1.852, 3.409], [0.964, 0.920, -0.926], [2.456, 0.703, -0.364], [1.814, 2.787, 1.078], [0.002, 2.681, 1.108], [1.979, 0.247, 1.694], [0.216, 0.049, 1.525]],
  "forces_ev_per_a": [[-0.9, -0.1, 0.9], [0.1, -0.1, -0.1], [4.3, -0.5, -2.6], [-2.9, -0.2, 0.1], [0.8, -0.2, -1.8], [-3.8, 0.8, 1.6], [0.2, 0.0, 1.4], [4.6, 0.0, -0.5], [0.5, 1.2, -0.8], [0.5, -0.6, 0.3], [-1.2, 0.6, -0.6], [-0.4, -0.9, 1.4], [3.1, 0.3, 2.9], [0.3, -1.0, -0.4], [-0.2, -0.8, 0.5], [-1.2, -0.1, 0.7], [-0.2, 0.2, 0.5], [-0.1, 0.2, -0.1], [0.6, -0.2, 0.7], [-0.2, -0.2, -1.6], [-1.7, 1.0, -0.6], [0.4, -0.9, -0.1], [-0.2, 0.0, 0.3], [-0.6, -0.3, -0.6], [0.9, -0.2, 0.5], [-2.1, 0.2, -2.3], [0.2, 0.3, -0.1], [-0.9, -0.3, 0.4], [0.3, -0.2, -0.3], [-0.9, 0.8, 0.5], [0.7, 1.1, -0.2]]
}

For the records above, the corresponding max |F| values read 1.3, 3.4, 5.0 eV Å⁻¹.